# 1
Here is a molecular structure, C28H29N3SiTb in a non-equilibrium geometry from the OMol25 dataset. Energies are from the ωB97M-V functional and the def2-TZVPD basis.

Structure (XYZ):
```
62
C28H29N3SiTb, DFT the ωB97M-V functional and the def2-TZVPD basis
C 2.6728 -0.8895 3.1445
C 1.8151 -1.9423 2.7562
C 1.8147 -2.0136 1.3280
H 1.3658 -2.6789 3.4143
C 2.6505 -0.9522 0.8380
C 3.1449 -0.2268 1.9680
H 3.9245 0.5328 1.9358
H 3.0423 -0.7133 4.1539
H 1.2165 -2.6764 0.7077
H 2.9005 -0.8050 -0.1997
Tb 0.6126 0.0852 1.5774
C -1.0226 1.0811 -3.0836
H -0.3475 0.7746 -3.8921
H -0.7289 0.5304 -2.2211
H -0.1147 -1.1652 0.2411
Si -1.3310 -1.8898 -0.4421
C -3.2787 -1.5420 -0.6959
C -3.5820 -2.6148 0.1392
H -2.7620 -3.2207 0.5279
C -4.8907 -2.9992 0.4611
H -5.0509 -3.8560 1.1229
C -5.9694 -2.2656 -0.0911
H -6.9896 -2.5185 0.2175
C -5.7151 -1.2073 -0.9947
H -6.5879 -0.6909 -1.4442
C -4.3761 -0.8480 -1.3039
H -4.2421 -0.0587 -2.0609
C -0.9982 -2.7575 -2.1575
C -1.9541 -3.5971 -2.7712
H -3.0061 -3.5273 -2.4946
C -1.5941 -4.5487 -3.7284
H -2.3099 -5.2897 -4.0557
C -0.3011 -4.5850 -4.2328
H 0.0038 -5.3561 -4.9313
C 0.6136 -3.6320 -3.7835
H 1.6284 -3.6513 -4.1825
C 0.2552 -2.6983 -2.7981
H 0.9792 -1.9376 -2.5210
H -0.9367 2.1489 -2.9614
H -2.0316 0.9987 -3.3982
N 0.2340 2.8370 1.8988
C 0.8953 2.8819 0.6114
C 0.8968 4.0342 -0.1655
C 1.6943 4.0144 -1.3110
C 2.4307 2.8682 -1.6325
C 2.4127 1.7841 -0.7968
N 1.5830 1.7742 0.3037
C 1.1199 3.0994 3.0013
C 1.3173 4.4101 3.4709
C 2.4027 4.6467 4.3003
C 3.2158 3.5585 4.6274
C 2.9155 2.2922 4.1500
N 1.8321 2.0337 3.3737
H -0.4562 3.5882 1.9143
H 0.2946 4.8869 0.1600
H 1.7329 4.8665 -1.9746
H 3.0829 2.7889 -2.5089
H 2.9948 0.8717 -0.9297
H 0.6408 5.1806 3.1064
H 2.5967 5.6413 4.6921
H 4.1162 3.7058 5.2141
H 3.5277 1.4392 4.4068
```

Multiplicity: 7
Gap between HOMO and LUMO (spin up / spin down) in eV: 4.374 / 4.959
⟨S²⟩: 12.938
Net charge: +1
LUMO (spin up / spin down) in eV: -3.65 / -3.46

=====

# 2
Here is 2 unconnected molecules or ions with the total composition C2H8N2O2 in a non-equilibrium geometry from the OMol25 dataset. Energies are from the ωB97M-V functional and the def2-TZVPD basis.

Structure (XYZ):
```
14
C2H8N2O2, DFT the ωB97M-V functional and the def2-TZVPD basis
N -0.6842 0.3371 -1.0683
C -1.4821 -0.6297 -0.3295
N -1.0872 -2.0502 -0.3980
H -0.7489 0.0682 -2.0457
H 0.3099 0.2608 -0.8807
H -2.4696 -0.5443 -0.7910
H -1.6285 -0.4212 0.7261
H -0.2651 -2.1237 0.2000
H -0.6876 -2.2704 -1.3074
O 2.5323 0.3139 1.6567
C 1.7174 1.1595 1.4895
O 1.5135 1.7450 0.2556
H 1.0295 1.5492 2.2515
H 1.9506 2.6056 0.2411
```

SMILES: O=CO.NCN
Multiplicity: 1
Gap between HOMO and LUMO in eV: 9.660
Energy above the lowest of the compared OMol25 structures with the same formula, charge and spin in kJ/mol: 169.9
Net charge: 0
LUMO in eV: 0.62